[1]
ORCA calculation (ωB97M-V/def2-TZVPD) on 3 unconnected molecules or ions with the total composition C26H40FN3O4S.

Values from the calculation:
- Calculated total energy: -1977.87359 hartree
- Expectation value of S²: 2.01
- LUMO energy (spin up / spin down): -0.0110 / -0.0111 Ha
- 2S+1: 3
- Frontier orbital gap (spin up / spin down): 8.2 / 9.0 eV

Each line ends with the Löwdin charge.
Geometry (Å):
O1 8.532 -1.691 1.652  0.145
C1 8.654 -0.570 1.267  -0.390
N1 9.909 0.007 0.880  0.159
C2 9.708 1.435 0.887  -0.389
O2 10.576 2.242 0.872  0.137
C3 8.234 1.679 0.970  -0.107
C4 7.605 0.478 1.193  -0.104
C5 6.238 0.361 1.325  0.028
C6 5.485 1.515 1.236  0.030
C7 6.113 2.717 1.036  -0.280
F1 5.350 3.818 0.972  0.068
C8 7.487 2.849 0.888  -0.449
S1 8.240 4.434 0.599  0.842
H1 10.123 -0.238 -0.085  0.158
H2 5.790 -0.604 1.496  0.129
H3 4.413 1.462 1.335  0.121
H4 8.732 4.651 1.827  -0.108
C9 -1.081 2.589 -1.972  -0.028
C10 0.464 2.660 -1.857  -0.484
C11 1.113 2.448 -3.226  -0.136
C12 1.065 1.002 -3.715  -0.173
C13 1.628 0.056 -2.655  -0.134
C14 0.953 0.222 -1.294  -0.493
N2 0.959 1.654 -0.869  -0.083
O3 2.134 1.988 -0.440  -0.031
C15 -0.481 -0.336 -1.355  -0.036
C16 1.674 -0.633 -0.257  -0.042
C17 0.787 4.071 -1.373  -0.047
H5 -1.525 2.159 -1.075  0.083
H6 -1.508 3.585 -2.081  0.079
H7 -1.417 2.011 -2.833  0.071
H8 2.161 2.762 -3.179  0.124
H9 0.628 3.103 -3.954  0.126
H10 0.043 0.716 -3.979  0.102
H11 1.650 0.909 -4.632  0.112
H12 1.519 -0.979 -2.985  0.124
H13 2.704 0.238 -2.556  0.124
H14 -1.010 -0.158 -0.418  0.084
H15 -0.455 -1.413 -1.515  0.091
H16 -1.079 0.074 -2.164  0.060
H17 2.736 -0.398 -0.194  0.068
H18 1.587 -1.684 -0.530  0.088
H19 1.232 -0.503 0.732  0.093
H20 0.364 4.254 -0.384  0.094
H21 0.356 4.793 -2.066  0.086
H22 1.858 4.260 -1.330  0.078
C18 -6.422 -0.581 1.838  -0.029
C19 -5.476 -1.043 0.700  -0.485
C20 -6.200 -2.013 -0.235  -0.136
C21 -6.410 -3.405 0.360  -0.173
C22 -5.088 -3.975 0.874  -0.134
C23 -4.377 -3.038 1.850  -0.497
N3 -4.243 -1.668 1.269  -0.084
O4 -3.288 -1.648 0.395  -0.028
C24 -5.143 -3.004 3.186  -0.036
C25 -2.998 -3.594 2.188  -0.043
C26 -5.110 0.215 -0.082  -0.048
H23 -5.873 -0.413 2.765  0.084
H24 -6.897 0.366 1.586  0.080
H25 -7.226 -1.289 2.036  0.071
H26 -5.624 -2.118 -1.160  0.124
H27 -7.162 -1.581 -0.519  0.126
H28 -7.152 -3.375 1.162  0.102
H29 -6.818 -4.068 -0.405  0.113
H30 -5.263 -4.935 1.363  0.124
H31 -4.435 -4.176 0.019  0.125
H32 -4.698 -2.281 3.870  0.092
H33 -5.093 -3.984 3.661  0.088
H34 -6.200 -2.771 3.084  0.059
H35 -2.389 -3.758 1.301  0.079
H36 -3.109 -4.553 2.692  0.087
H37 -2.458 -2.921 2.856  0.092
H38 -4.566 0.924 0.543  0.094
H39 -6.023 0.698 -0.428  0.086
H40 -4.505 -0.004 -0.961  0.076

***

[2]
ORCA calculation (ωB97M-V/def2-TZVPD) on C26H40N4O3 in the gas phase.

Values from the calculation:
- Calculated total energy: -1459.56678 hartree
- SMILES: CC1(C)CC(=O)C(=CNCCN2CCN(C(=O)N[C@]34C[C@H]5C[C@H](C[C@H](C5)C3)C4)CC2)C(=O)C1
- LUMO energy: 0.0229 Ha
- 2S+1: 1
- Frontier orbital gap: 8.8 eV

Each line ends with the Löwdin charge.
Geometry (Å):
C1 -1.803 -2.423 -1.951  -0.022
C2 -2.601 -3.165 -0.879  -0.554
C3 -3.174 -4.455 -1.475  -0.052
C4 -1.698 -3.504 0.306  -0.059
C5 -1.182 -2.291 1.051  -0.368
O1 -0.108 -2.329 1.629  0.047
C6 -2.048 -1.120 1.085  -0.098
C7 -1.572 -0.004 1.756  -0.007
N1 -2.252 1.110 1.905  0.059
C8 -1.759 2.332 2.470  -0.145
C9 -2.070 3.506 1.523  -0.166
N2 -1.509 3.244 0.220  -0.179
C10 -2.425 3.015 -0.875  -0.147
C11 -1.716 2.097 -1.890  -0.113
N3 -0.274 2.251 -1.794  -0.050
C12 0.403 1.218 -1.154  -0.480
O2 -0.155 0.175 -0.866  0.046
N4 1.725 1.440 -0.935  0.159
C13 2.648 0.426 -0.418  -0.414
C14 4.053 1.030 -0.434  -0.087
C15 5.054 0.021 0.128  -0.292
C16 4.674 -0.324 1.567  -0.121
C17 3.273 -0.931 1.584  -0.281
C18 3.242 -2.198 0.732  -0.111
C19 3.631 -1.850 -0.703  -0.284
C20 5.035 -1.247 -0.724  -0.122
C21 2.633 -0.844 -1.274  -0.070
C22 2.265 0.066 1.018  -0.079
C23 0.070 3.638 -1.574  -0.135
C24 -0.387 4.068 -0.166  -0.158
C25 -3.304 -1.062 0.383  -0.343
O3 -4.031 -0.063 0.394  0.021
C26 -3.749 -2.295 -0.366  -0.064
H1 -1.026 -3.069 -2.356  0.090
H2 -2.454 -2.119 -2.769  0.090
H3 -1.326 -1.538 -1.538  0.057
H4 -3.753 -5.003 -0.735  0.082
H5 -2.372 -5.099 -1.827  0.084
H6 -3.824 -4.227 -2.318  0.084
H7 -2.256 -4.103 1.034  0.139
H8 -0.839 -4.098 -0.013  0.133
H9 -0.589 -0.068 2.209  0.137
H10 -3.155 1.105 1.414  0.113
H11 -2.235 2.518 3.442  0.121
H12 -0.680 2.244 2.618  0.123
H13 -3.157 3.623 1.456  0.124
H14 -1.661 4.428 1.952  0.120
H15 -3.320 2.515 -0.508  0.111
H16 -2.732 3.963 -1.354  0.121
H17 -2.031 2.332 -2.912  0.123
H18 -1.942 1.053 -1.674  0.110
H19 2.161 2.208 -1.417  0.123
H20 4.068 1.943 0.168  0.126
H21 4.331 1.293 -1.459  0.125
H22 6.058 0.462 0.108  0.139
H23 4.702 0.576 2.186  0.118
H24 5.394 -1.035 1.979  0.119
H25 2.989 -1.180 2.612  0.144
H26 3.935 -2.939 1.137  0.122
H27 2.236 -2.617 0.762  0.106
H28 3.616 -2.757 -1.318  0.141
H29 5.756 -1.967 -0.330  0.119
H30 5.326 -1.010 -1.751  0.118
H31 2.890 -0.595 -2.308  0.130
H32 1.628 -1.264 -1.262  0.116
H33 2.238 0.975 1.627  0.128
H34 1.275 -0.387 1.014  0.088
H35 -0.456 4.219 -2.337  0.124
H36 1.137 3.823 -1.702  0.110
H37 0.419 3.901 0.556  0.119
H38 -0.632 5.148 -0.168  0.121
H39 -4.363 -2.876 0.332  0.139
H40 -4.402 -1.981 -1.184  0.132

***

[3]
ORCA calculation (ωB97M-V/def2-TZVPD) on C26H40N6O5S in the gas phase.

Values from the calculation:
- Calculated total energy: -2117.73917 hartree
- SMILES: Cc1ccc(S(=O)(=O)N2CCN(CC(=O)N(CC(C)C)c3c(N)n(CC(C)C)c(=O)[nH]c3=O)CC2)c(C)c1
- Relative energy (zero: lowest compared OMol25 entry of this formula, charge and spin): 3.8 kcal/mol
- LUMO energy: 0.0223 Ha
- 2S+1: 1
- Frontier orbital gap: 8.5 eV

Each line ends with the Löwdin charge.
Geometry (Å):
C1 6.392 -2.486 2.573  -0.046
C2 5.002 -2.206 2.092  -0.264
C3 4.750 -1.166 1.204  -0.027
C4 3.464 -0.938 0.756  -0.062
C5 2.416 -1.738 1.183  -0.208
S1 0.810 -1.205 0.578  0.705
O1 -0.142 -2.279 0.554  -0.279
O2 1.035 -0.518 -0.662  -0.268
N1 0.296 -0.095 1.694  -0.231
C6 1.035 1.141 1.809  -0.148
C7 0.340 2.046 2.856  -0.131
N2 -1.045 1.724 3.108  -0.151
C8 -2.010 2.199 2.131  -0.082
C9 -1.945 1.434 0.807  -0.387
O3 -2.306 0.258 0.802  0.033
N3 -1.470 2.058 -0.292  0.042
C10 -1.468 3.509 -0.421  -0.135
C11 -2.897 4.065 -0.524  -0.404
C12 -3.580 3.539 -1.784  -0.058
C13 -2.851 5.590 -0.529  -0.071
C14 -0.929 1.362 -1.417  -0.097
C15 -1.532 0.313 -2.076  -0.212
N4 -2.792 -0.097 -1.758  0.189
N5 -0.902 -0.281 -3.146  0.074
C16 -1.438 -1.483 -3.768  -0.117
C17 -1.225 -2.745 -2.914  -0.402
C18 0.262 -3.067 -2.807  -0.059
C19 -1.992 -3.907 -3.542  -0.070
C20 0.333 0.134 -3.610  -0.482
O4 0.871 -0.357 -4.578  0.080
N6 0.884 1.182 -2.932  0.218
C21 0.412 1.754 -1.764  -0.451
O5 1.106 2.555 -1.157  0.048
C22 -1.208 0.352 3.558  -0.141
C23 -0.167 -0.615 2.954  -0.164
C24 2.635 -2.787 2.066  -0.231
C25 1.546 -3.688 2.558  -0.039
C26 3.941 -3.001 2.501  0.000
H1 6.857 -3.240 1.937  0.088
H2 6.383 -2.867 3.591  0.079
H3 7.005 -1.589 2.534  0.077
H4 5.559 -0.538 0.864  0.115
H5 3.246 -0.150 0.052  0.113
H6 2.074 0.950 2.126  0.122
H7 1.058 1.610 0.825  0.093
H8 0.414 3.089 2.546  0.124
H9 0.856 1.942 3.817  0.123
H10 -3.004 2.034 2.561  0.136
H11 -1.855 3.269 2.025  0.109
H12 -0.924 3.978 0.402  0.120
H13 -0.932 3.763 -1.335  0.130
H14 -3.473 3.731 0.346  0.129
H15 -4.598 3.916 -1.848  0.079
H16 -3.037 3.863 -2.670  0.087
H17 -3.614 2.453 -1.779  0.059
H18 -2.269 5.948 -1.375  0.083
H19 -3.856 5.999 -0.607  0.077
H20 -2.398 5.968 0.384  0.075
H21 -3.071 -0.988 -2.137  0.088
H22 -2.953 -0.038 -0.747  0.075
H23 -0.892 -1.597 -4.708  0.131
H24 -2.495 -1.332 -4.008  0.127
H25 -1.593 -2.576 -1.896  0.123
H26 0.405 -3.984 -2.241  0.083
H27 0.781 -2.268 -2.283  0.053
H28 0.704 -3.184 -3.794  0.088
H29 -1.859 -4.807 -2.948  0.079
H30 -1.624 -4.101 -4.547  0.083
H31 -3.057 -3.692 -3.602  0.074
H32 1.834 1.419 -3.192  0.174
H33 -2.209 0.018 3.295  0.116
H34 -1.108 0.342 4.652  0.120
H35 0.680 -0.749 3.648  0.127
H36 -0.622 -1.581 2.748  0.115
H37 1.902 -4.716 2.597  0.087
H38 0.678 -3.630 1.910  0.055
H39 1.249 -3.402 3.568  0.088
H40 4.129 -3.819 3.183  0.123